C48H92N4O24 | the ωB97M-V functional and the def2-TZVPD basis

```
168
Properties=species:S:1:pos:R:3:forces:R:3
C -31.009681 -3.553971 -6.800461 1.37 -1.00 0.48
C -32.470165 -3.305388 -6.432776 -0.75 -1.37 -0.20
N -32.806357 -2.308064 -5.423578 0.96 0.13 -0.13
C -34.177803 -2.435719 -4.970490 -1.53 0.08 -0.79
C -34.405872 -3.423187 -3.799868 1.45 1.50 -0.04
C -32.587446 -1.056680 -6.095291 0.68 1.88 1.62
C -32.735454 0.227476 -5.200950 -0.41 0.88 -1.75
H -30.435701 -3.895992 -5.912426 -0.53 0.00 -0.18
H -30.344298 -2.687231 -7.125182 -1.37 -0.99 -0.34
H -30.999394 -4.479713 -7.491076 0.24 1.83 0.64
H -33.039938 -3.145646 -7.372279 0.06 0.49 0.11
H -32.910586 -4.265011 -6.111487 0.49 0.15 0.17
H -34.636386 -1.405355 -4.804799 0.75 -1.41 0.31
H -34.755575 -2.788381 -5.852032 -0.14 -0.05 0.24
H -35.447292 -3.586482 -3.642403 -0.78 -0.23 0.04
H -33.877086 -4.362920 -3.953919 -0.11 -0.01 -0.11
H -33.987985 -2.954118 -2.891621 -0.15 -0.35 -0.20
H -33.189886 -0.981097 -6.984500 -0.85 0.23 -0.49
H -31.578595 -1.048429 -6.473030 0.51 -0.05 -0.08
H -33.537823 0.184294 -4.496660 -0.43 -0.44 0.66
H -33.105100 1.055253 -5.873353 0.66 -0.62 0.49
H -31.856094 0.625720 -4.671075 -0.04 -0.62 -0.39
C -23.321501 0.245069 -3.665422 0.03 0.75 0.51
C -23.497836 1.136500 -4.880870 -0.26 0.97 -1.44
N -22.460120 0.984750 -5.953748 -0.72 -0.30 -0.07
C -22.786989 1.859718 -7.100786 -0.42 -0.69 -0.10
C -24.150250 1.420611 -7.717998 0.68 0.74 0.50
C -21.104657 1.107006 -5.419386 -0.65 0.03 -0.56
C -20.081153 0.370203 -6.252656 0.38 -0.73 -0.66
H -22.412390 0.510584 -3.099702 -0.62 0.01 0.08
H -23.234067 -0.819039 -3.869204 -0.19 -0.12 -0.36
H -24.225169 0.415613 -3.056696 0.50 -0.25 0.06
H -24.515294 0.881894 -5.356237 1.68 0.56 1.05
H -23.463784 2.274640 -4.614990 -0.52 -1.70 0.05
H -23.013613 2.854241 -6.724999 0.59 0.72 0.01
H -21.942596 1.868336 -7.849173 -0.92 0.01 0.83
H -24.894956 1.502645 -6.927551 -0.09 -0.19 -0.24
H -24.518085 2.078611 -8.502304 0.38 0.03 -0.27
H -24.079325 0.409858 -8.056610 -0.23 -0.63 -0.37
H -21.172834 0.580470 -4.472018 0.53 0.18 0.06
H -20.804261 2.136078 -5.232417 -0.02 0.46 0.12
H -19.097859 0.407017 -5.740703 -0.56 -0.49 -0.19
H -19.860302 0.649214 -7.308864 -0.55 0.52 0.73
H -20.529705 -0.637613 -6.350612 0.85 0.07 0.24
C -26.424540 -1.780469 -1.056312 0.40 -0.06 0.59
C -25.676366 -0.654230 -0.261985 -0.47 -1.73 0.87
N -24.312639 -1.111818 0.104301 -0.70 1.82 -0.93
C -24.211393 -2.301902 0.916390 -0.11 -0.27 0.10
C -24.828378 -2.083384 2.309743 1.17 -0.73 -0.05
C -23.536185 0.009328 0.689523 0.06 -1.01 -1.43
C -22.116643 0.013338 0.222268 0.47 1.94 0.89
H -26.640390 -2.674986 -0.417347 0.42 0.72 -0.37
H -25.759374 -2.089114 -1.875586 -0.29 -0.05 0.13
H -27.403954 -1.518325 -1.470273 0.34 0.45 0.02
H -25.561213 0.263889 -0.798380 0.02 0.35 -0.81
H -26.274228 -0.362902 0.635882 0.15 -0.24 -0.29
H -24.721795 -3.150429 0.436983 0.38 0.30 -0.13
H -23.112298 -2.499093 0.917484 -0.83 -0.35 0.50
H -24.114818 -1.486136 2.854176 -0.18 0.43 0.55
H -25.784569 -1.593679 2.239733 -0.31 0.19 0.04
H -24.931437 -2.997174 2.888911 -0.12 -0.25 -0.15
H -23.519991 -0.072926 1.734678 -0.14 0.11 1.62
H -23.911420 0.976719 0.444505 -0.99 0.55 -0.24
H -21.984341 0.343087 -0.789902 -0.12 0.34 -0.53
H -21.732064 -0.944444 0.271784 1.08 -2.03 0.25
H -21.540710 0.682443 0.916688 -0.19 -0.55 -0.74
C -28.397552 -10.184490 -5.178084 1.26 0.99 -0.60
C -27.163085 -10.106289 -4.214942 0.19 -1.87 -2.49
N -27.388109 -10.859006 -3.010792 0.36 0.25 1.78
C -27.837052 -12.219957 -3.116784 -1.88 -1.00 -1.84
C -26.941457 -13.119828 -4.029044 -1.15 -0.70 -1.18
C -26.283633 -10.818641 -2.035451 1.34 -0.15 -1.35
C -26.704989 -10.759198 -0.598168 0.28 1.56 1.82
H -28.484301 -9.315347 -5.914478 0.56 -1.27 1.09
H -29.251208 -10.079871 -4.542856 -0.85 -0.37 0.25
H -28.359253 -11.121844 -5.745736 -0.47 0.19 0.20
H -26.233258 -10.499517 -4.734065 -0.74 0.28 0.06
H -26.941828 -9.085617 -4.093251 0.14 1.26 1.06
H -28.905829 -12.257454 -3.511021 1.23 0.19 0.13
H -27.997843 -12.625609 -2.133386 0.50 -0.14 0.58
H -26.910373 -14.235116 -3.872510 -0.27 1.15 0.44
H -25.935921 -12.756229 -3.993216 0.74 0.08 -0.02
H -27.287628 -13.038070 -5.107654 0.45 0.13 1.16
H -25.543616 -11.678570 -2.161664 -1.02 0.36 0.06
H -25.599917 -9.996797 -2.320337 -0.91 -0.09 0.52
H -27.055103 -11.709593 -0.141187 -0.24 0.65 -0.56
H -25.779376 -10.514657 -0.011634 -0.64 -0.22 -0.34
H -27.395667 -9.858617 -0.363339 0.78 -1.72 -0.48
O -24.761693 -8.382462 -3.265645 0.30 0.23 0.06
C -23.900035 -7.965869 -2.547921 0.60 0.58 -0.68
O -22.726825 -7.458735 -3.019659 -0.93 -0.27 -1.18
C -22.026832 -6.759060 -2.036565 0.92 0.44 1.44
C -22.775720 -7.200573 -0.705954 0.54 0.35 -1.73
O -23.926959 -7.907565 -1.232768 -0.20 0.23 0.89
H -20.957370 -7.144382 -2.079886 -1.27 0.77 0.29
H -22.084139 -5.655741 -2.192756 0.09 -0.86 -0.12
H -23.124792 -6.374662 -0.067654 0.27 -0.58 -0.15
H -22.102952 -7.921262 -0.280216 -0.22 -0.24 1.04
O -24.346573 -5.093045 -8.554427 -2.09 -1.54 -2.11
C -23.804985 -4.185174 -8.068743 1.74 2.31 2.09
O -24.172870 -2.887897 -7.995254 -0.84 -0.39 -0.25
C -23.346914 -2.192360 -7.060993 0.35 1.28 0.49
C -22.204879 -3.151641 -6.749038 -0.29 -1.38 0.66
O -22.681005 -4.353503 -7.394962 1.51 -0.37 0.45
H -23.066314 -1.255708 -7.529980 0.42 -0.10 -0.07
H -23.885178 -1.892201 -6.146610 -0.12 -0.47 -0.47
H -22.074055 -3.429214 -5.684314 -0.48 0.52 -0.40
H -21.201279 -2.977058 -7.105188 0.06 0.60 -0.59
O -26.776583 0.521571 -3.958904 -1.36 -0.04 -2.10
C -27.197212 0.077135 -5.021637 2.56 -0.67 3.62
O -26.579707 -1.029358 -5.527497 -2.02 -0.04 -2.49
C -27.499231 -1.481781 -6.693871 1.15 -0.35 1.30
C -28.190813 -0.160869 -7.011130 1.03 0.18 0.12
O -28.233628 0.493708 -5.715679 -0.18 0.16 -0.92
H -26.870375 -1.939274 -7.507578 -0.59 0.64 0.91
H -28.171923 -2.255759 -6.224953 0.52 0.89 -0.67
H -29.194350 -0.265902 -7.333451 -0.94 -0.18 -0.36
H -27.632573 0.482700 -7.732740 -0.26 -0.52 0.62
O -29.611680 -3.391357 -2.175588 -0.33 -0.78 -0.31
C -29.954877 -2.260118 -2.162176 1.80 1.46 0.00
O -30.673337 -1.662984 -1.222060 -0.91 -0.16 0.93
C -30.968104 -0.316886 -1.611971 0.41 -0.88 -1.55
C -29.775776 -0.022185 -2.522874 -0.09 1.43 1.17
O -29.417241 -1.295578 -2.996415 -0.59 -0.92 -0.76
H -31.896641 -0.372249 -2.160042 -0.37 0.22 -0.30
H -31.079551 0.350029 -0.800594 0.11 0.35 1.12
H -28.925952 0.346071 -1.901445 -0.48 0.03 -0.61
H -30.059582 0.732871 -3.289094 0.57 -0.87 0.15
O -22.967649 -9.635137 -9.012454 -1.14 1.75 1.42
C -23.041840 -8.818548 -8.107689 1.84 -1.90 -0.75
O -21.882170 -8.291773 -7.590966 -1.40 0.67 0.46
C -22.238351 -7.556428 -6.354643 2.23 -2.31 -0.88
C -23.663726 -7.353255 -6.476886 -2.65 0.99 -1.75
O -24.130729 -8.429156 -7.411496 1.17 0.26 0.44
H -22.024254 -8.244864 -5.541320 0.06 -0.07 0.19
H -21.547781 -6.746498 -6.279997 -0.08 0.94 -0.03
H -23.988807 -6.453567 -7.048445 0.49 -0.45 1.03
H -24.140775 -7.471547 -5.519980 -0.58 -0.08 0.19
O -25.392521 -6.515177 1.651487 -0.97 1.64 -1.92
C -26.196997 -6.306886 0.748365 1.32 -2.83 2.54
O -26.131322 -5.487208 -0.279802 0.56 0.30 -0.19
C -27.104257 -5.872985 -1.247462 -1.65 -0.70 -0.01
C -28.107635 -6.771989 -0.431241 1.74 2.70 0.48
O -27.266441 -7.124876 0.678290 -0.75 -0.05 -0.24
H -27.572727 -4.940482 -1.578685 0.12 -0.45 -0.35
H -26.706233 -6.507130 -2.038679 0.54 0.50 -0.01
H -28.463793 -7.635440 -0.926501 -0.31 -0.78 -0.47
H -28.871234 -6.079803 -0.095049 -0.62 -0.45 0.27
O -28.151786 -6.778478 -6.195024 0.29 0.90 0.40
C -27.668840 -7.078208 -7.242632 -0.56 0.16 -0.19
O -28.086111 -8.195089 -7.865457 1.38 -0.49 -1.38
C -27.069421 -8.496098 -8.851315 -0.16 -2.22 -2.71
C -26.440652 -7.182680 -9.172170 1.01 1.96 2.13
O -26.760601 -6.381189 -7.964440 -0.69 -1.20 0.99
H -26.319619 -9.267176 -8.525493 -0.81 0.94 0.36
H -27.475964 -8.950954 -9.852057 0.04 0.83 2.09
H -26.847915 -6.518440 -9.891605 -0.51 -0.29 -1.46
H -25.353869 -7.107100 -9.172671 -0.15 -0.65 -0.54
O -23.405791 -3.908479 -3.481998 0.00 -0.53 -0.26
C -24.387878 -4.291878 -4.036655 -1.89 0.13 1.02
O -24.702374 -4.070607 -5.327769 2.14 -0.52 0.80
C -26.034048 -4.424602 -5.578944 -0.77 1.73 -0.45
C -26.433534 -5.215745 -4.384161 -0.82 -0.68 0.34
O -25.489725 -4.909969 -3.395938 3.13 1.73 -0.31
H -26.492685 -3.436189 -5.628246 -0.69 -0.36 0.05
H -26.094806 -4.892044 -6.539276 -0.15 -0.51 -0.28
H -26.306265 -6.261235 -4.547428 -0.54 -0.94 -0.37
H -27.407166 -4.962776 -3.973477 -0.19 -0.19 -0.34
```
Forces are in eV/Å.

LUMO, eV: 0.234
2S+1: 1
Orbital gap, eV: 7.865
E, a.u.: -3908.8243
Structure (SMILES): CCN(CC)CC.CCN(CC)CC.CCN(CC)CC.CCN(CC)CC.O=C1OCCO1.O=C1OCCO1.O=C1OCCO1.O=C1OCCO1.O=C1OCCO1.O=C1OCCO1.O=C1OCCO1.O=C1OCCO1
ΔE to the lowest compared entry with this formula, charge and spin, kcal/mol: 24.6
HOMO level, eV: -7.632

Mulliken atomic charge list, values in e, 99 entries: C -0.9261; C -0.7682; N 0.5633; C -0.5565; C -1.2656; C -0.3033; C -1.0125; H 0.1833; H 0.1112; H 0.3470; H 0.4042; H 0.4540; H 0.3926; H 0.3657; H 0.4286; H 0.2823; H 0.2192; H 0.4340; H -0.0327; H 0.3328; H 0.4024; H 0.0089; C -1.0464; C 0.3744; N 0.9818; C -0.7512; C -0.8574; C -0.4815; C -1.0298; H 0.2774; H 0.3406; H 0.1333; H -0.7223; H 0.2229; H 0.3665; H 0.2956; H 0.2052; H 0.4863; H 0.1683; H 0.1966; H 0.3121; H 0.4018; H 0.2992; H 0.0289; C 0.3107; C -1.0473; N 0.5158; C -0.1592; C -1.2364; C -0.7251; C -1.0247; H 0.2082; H 0.0331; H -0.6460; H 0.6279; H 0.2937; H -0.2418; H 0.3672; H 0.4016; H 0.2549; H 0.4455; H 0.3599; H 0.5209; H 0.0361; H 0.3100; H 0.3832; C -1.2063; C 0.7781; N 0.3041; C -0.7879; C -0.9218; C 0.7094; C -1.1321; H 0.0303; H 0.4491; H 0.2327; H 0.2558; H -0.3869; H 0.3445; H 0.4543; H 0.3290; H 0.2871; H 0.2121; H 0.1533; H -0.6622; H 0.4322; H 0.3379; H 0.0360; O -0.5770; C 0.5138; O -0.3098; C -0.0922; C -0.3087; O -0.3189; H 0.3785; H -0.0764; H 0.1983; H 0.3112; O -0.4278